Record 1
18
Properties=species:S:1:pos:R:3:forces:R:3:mulliken_spin:R:1 method="wB97M-V/def2-TZVPD" e_tot_ha=-1780.63509 spin_multiplicity=4 orbital_gap_ev="10.84 / 3.54" s_squared=4.056 de_lowest_kcal_mol=162.56 total_charge=+3
O -2.32973 2.29205 -1.57311 -1.966 1.169 -0.029 -0.06
C -1.35499 1.78139 -1.53113 -5.629 1.542 -1.363 -0.02
Er 0.49639 1.01688 -1.29195 2.646 5.230 2.130 2.34
O 2.25550 4.13104 -3.19735 0.730 1.285 -0.741 0.00
C 1.75480 3.26129 -2.74618 -0.890 -1.575 0.965 0.00
C -0.36568 -0.62584 -2.62626 0.928 1.674 1.107 0.00
O -0.77880 -1.41173 -3.24875 -1.677 -3.182 -2.525 -0.03
C 2.13599 -0.16295 -1.38355 2.355 -2.971 -1.069 -0.01
O 3.07075 -0.70925 -1.35496 4.220 -2.333 0.213 -0.03
N 0.15549 -1.53956 3.68101 -2.288 2.051 -6.399 0.69
N -0.31343 -1.11318 2.36254 1.367 -1.165 3.689 0.02
N -1.61583 -1.33095 1.97651 2.426 1.279 -1.347 -0.03
C -1.53415 -0.77258 0.74984 -1.363 -0.824 1.020 0.04
N -0.33020 -0.26796 0.41839 2.212 -1.073 3.847 0.09
N 0.54462 -0.49219 1.52131 -3.958 -0.364 -1.723 0.03
H 1.08492 -1.36089 3.90979 2.418 0.548 0.390 -0.02
H -0.48449 -1.97916 4.27285 -1.857 -1.096 1.260 -0.02
H -2.39116 -0.71641 0.06099 0.328 -0.195 0.572 0.00

Record 2
10
Properties=species:S:1:pos:R:3:forces:R:3:mulliken_charge:R:1 method="wB97M-V/def2-TZVPD" e_tot_ha=-368.33965 orbital_gap_ev=8.69 de_lowest_kcal_mol=22.43 total_charge=-1
C 2.02706 0.39838 1.62645 2.297 0.686 0.753 0.22
N 1.61795 1.66503 1.97906 0.071 -1.111 -0.636 -0.38
N 1.41622 -0.47856 2.40129 0.724 -1.642 0.488 -0.41
N 0.67509 1.43546 2.91848 0.353 3.022 -0.806 -0.30
N 0.55122 0.20365 3.18133 0.983 -1.943 -0.340 -0.43
N -0.60226 -0.13387 0.76839 1.474 1.055 -1.013 -0.19
N 0.08579 -0.99204 0.19375 -1.544 0.839 -0.064 -0.41
H -0.64322 -0.09903 1.78376 -0.952 -0.911 0.663 0.35
H -0.59804 0.90421 0.49439 -0.318 -1.105 -0.615 0.26
H 3.01536 0.08668 0.97590 -3.087 1.111 1.570 0.28

Record 3
8
Properties=species:S:1:pos:R:3:forces:R:3:mulliken_charge:R:1 method="wB97M-V/def2-TZVPD" e_tot_ha=-651.48893 orbital_gap_ev=11.03 de_lowest_kcal_mol=12.26
C 1.99348 1.72421 1.44027 1.707 -0.213 -0.089 0.10
C -0.65199 -1.14402 -1.07265 0.066 0.611 -0.341 -0.57
C -0.51759 -0.18994 -0.19011 -0.820 0.389 1.787 -0.02
O 1.17848 2.47272 1.58262 -1.132 1.208 0.186 -0.14
Cl 0.58386 -0.44928 1.22264 -1.344 -0.486 -1.257 -0.19
H -1.34091 -1.09548 -1.89098 -0.326 0.171 -0.181 0.25
H 0.00619 -1.95220 -1.01433 0.793 -1.339 -0.112 0.24
H -1.25153 0.63399 -0.07747 1.055 -0.341 0.007 0.33